C51H62ClF16N3O36PS2 | ωB97M-V/def2-TZVPD

The total energy is -218998.5194 eV. The spin multiplicity is 1. The HOMO energy comes out at -9.113 eV. The LUMO energy is -5.0 eV. Its molar mass is 1727.6 u. The net charge is +1. The value obtained for the strongest force on any atom is 0.209 hartree/bohr. The calculation puts the orbital gap at 4.10 eV.

```
172
Properties=species:S:1:pos:R:3:mulliken_charge:R:1
S -6.55801 -0.12975 -1.58485 1.3106
O -6.84590 -0.92274 -0.28614 -0.5097
O -2.62579 1.47015 0.69242 -0.2948
O 8.24141 3.97496 2.95059 -0.0607
C -3.18958 0.24195 0.01546 0.0226
H 5.79021 5.43095 7.67791 -0.1286
C 7.61042 7.13061 -1.74846 0.6611
O 7.46801 7.15667 -3.10879 -0.3040
O 4.63445 3.03511 -1.05145 -0.2702
H 7.23296 9.79728 -2.23474 0.2942
H 0.09320 1.55871 0.79070 -0.0775
C 6.46400 8.11194 -3.38695 -0.4555
F 5.83371 5.71203 0.69733 -0.2221
C -2.02955 -0.72701 -0.62154 1.0345
O -12.02688 -5.57965 -0.06407 -0.3045
H -0.04193 -2.56052 -2.35831 0.0570
C -4.73073 0.15356 -1.95608 0.3246
F 5.27664 9.48234 -1.90399 -0.2932
H 2.29253 -2.38272 -4.44336 0.1949
H 0.68248 -2.33139 0.50098 -1.3329
H -3.21780 -0.36134 2.69012 0.1571
F 10.05213 5.29174 3.00049 -0.2841
O 8.32561 6.34396 -1.15050 -0.5471
C -4.10283 -5.67671 3.62586 0.3207
F -13.98805 -3.18335 -1.50420 -0.2891
H -4.22896 -4.02256 5.01578 0.2782
O 5.06203 7.61768 5.46272 -0.2882
N -2.41625 -1.16624 -2.02170 0.8752
C -12.56890 -4.87140 0.97327 0.6491
C -5.67419 -6.04941 -0.32684 -0.3636
C -8.52473 -2.16790 -2.39584 0.5390
C -7.60671 -0.86646 -2.90925 0.5474
C 4.56790 -1.30789 -6.80422 0.6519
H 3.70265 7.12459 3.09511 0.2427
C -2.22310 -3.16444 -4.65844 -0.8622
O 6.74589 2.45969 2.12777 -0.6621
H 4.60265 4.37049 8.47052 0.2564
H 5.50265 7.60231 -3.51130 0.2818
C 5.02938 -2.64776 -8.48791 0.2986
C 7.85123 2.97527 2.11093 0.5327
H 6.69021 8.66277 -4.30391 0.2766
F -6.96103 -1.29074 -4.15741 -0.1681
C 6.50270 8.98301 -2.17805 0.3030
F -5.25148 -5.20878 3.08798 -0.2782
H 2.16811 -0.76446 -0.15249 -0.0759
O 7.42561 3.11214 10.83132 -0.5381
C 5.69098 3.94981 -0.83928 -0.0930
C 3.01601 -4.14382 2.36453 -0.5434
H 3.87012 -3.54847 -4.28246 0.2879
H 3.55895 -2.14094 -3.06199 0.2995
H -1.61066 -1.74089 1.37180 0.2870
C -4.38053 -7.54962 -1.34555 0.4063
C 5.56400 4.88012 8.59487 0.0343
O -3.02722 -5.23518 2.82900 -0.0504
C -1.99539 -5.04711 3.69886 0.3883
O 6.56801 3.92485 8.87302 -0.2976
H -5.26633 0.37201 1.86991 0.1388
C -0.57469 0.08095 -0.80874 -1.3574
C 0.25054 0.39635 0.56745 -0.3821
H -11.79667 -5.00954 -2.04487 0.2669
H -4.59240 -6.98048 1.32303 -0.0796
C 3.63280 3.39556 -0.19223 0.5607
H -5.54080 -2.91851 -5.81830 0.2744
C -12.91714 -3.63586 -0.81423 0.5611
C -0.27065 -2.84908 -0.00228 1.2375
H 4.34045 -2.44154 1.15531 0.2855
O 6.86203 8.09540 -1.14369 -0.2025
O -13.29661 -3.80707 0.53246 -0.2968
F -8.63951 0.16325 -3.30955 -0.2374
Cl -4.58211 -2.78384 -1.71904 0.7337
O 4.02299 4.39525 0.64743 -0.2952
H -3.73928 3.24757 -0.08558 0.2854
F 5.56878 -2.52766 -9.72171 -0.2809
H -2.18235 -2.20370 -2.07355 0.4968
H 0.20305 -0.53994 -1.46890 0.5347
F -7.71950 -3.37157 -2.09365 -0.1852
S -4.73689 1.54531 -3.27271 1.3739
H -6.68426 -6.09779 -0.74735 0.2174
C 9.64693 4.01080 2.84994 0.2663
C 9.90940 3.52952 1.46388 -0.3438
C 2.16827 -4.02161 -2.72104 0.5169
C 1.65136 -3.93728 3.26181 -0.3111
N 2.38563 -1.57972 2.36841 0.2701
H -2.33422 2.53590 -1.25692 0.0326
C 6.71042 3.89879 10.23336 0.6485
O -0.82856 -4.93298 3.36218 -0.5439
H -1.50221 3.59939 1.67552 0.2582
O -4.19730 0.80124 -0.80743 -0.3206
O 2.52747 2.87998 -0.17539 -0.7500
H -0.37015 -3.86464 0.62662 0.5580
H -4.49176 -4.48219 -5.51919 0.4391
H -4.11992 -6.77159 3.64741 0.3624
H -12.09924 -2.91017 -0.87688 0.0586
O -12.41378 -5.15435 2.14960 -0.5285
F -9.50648 -1.79426 -1.33552 -0.2050
H 6.66186 3.45548 -0.93105 0.2835
O -2.42660 -5.00966 4.99660 -0.3203
O -4.60511 -1.97485 1.42017 -0.3556
O 8.85287 2.61482 1.25171 -0.3094
H 0.40518 -1.77213 3.74302 0.3094
F 3.47664 9.00462 4.70242 -0.2944
C -3.87932 -1.16141 -2.38882 -1.0667
H 3.58303 0.29305 2.13306 0.1516
H 5.63267 4.75068 -1.58399 0.1747
C 4.66400 7.63422 3.21946 -0.4143
O 5.66801 6.67895 3.49761 -0.0857
C 5.60270 5.75119 9.80376 0.3228
C -5.37398 -7.18973 0.58488 0.7980
H 1.84406 0.47348 2.83879 0.2752
O -5.92531 1.49249 -4.24407 -0.5521
O 1.68963 -3.46065 -1.44764 -0.1239
H 10.88029 3.03519 1.37211 0.2692
C -1.66140 -2.07081 0.22240 -1.6091
C 1.31922 -2.30038 3.21884 -0.2922
H -1.93144 4.85298 0.21729 0.3821
O -4.86789 2.92370 -2.51117 -0.5424
N -3.96811 -1.26618 -3.88940 -0.2677
H -0.57133 3.55570 0.02068 0.1486
H -5.54393 -5.08033 0.16236 0.2389
H 5.27052 -3.63074 -8.06944 0.2810
C 5.81042 6.65289 4.85795 0.5120
H 1.03067 -4.79527 3.79125 0.4036
F -6.49476 -7.61596 1.20925 -0.2818
C -4.93049 -3.51968 -5.02044 -0.6442
H -0.22002 -4.38740 -1.77331 0.4542
H 3.56654 -5.15458 2.11910 0.2904
C -1.61595 3.74194 0.51819 -0.9832
C 3.00407 -2.97187 -3.71270 -0.7273
H -2.51505 -2.90625 0.20317 0.2317
C 0.19809 -3.31389 -1.47830 -0.4835
F -1.76895 -0.50632 -3.02257 -0.2502
O 5.96203 4.86358 10.83813 -0.3016
O -4.93952 -8.20576 -0.29023 -0.3525
O -3.65394 -8.07620 -2.17177 -0.5384
C -12.54704 -5.01248 -1.24969 -0.4025
P -4.13585 -0.49982 1.55080 0.0120
F -3.30772 1.65940 -4.18944 -0.2761
F 4.37664 6.25052 10.07783 -0.2845
O -7.13297 1.31535 -1.29710 -0.6494
H -0.11789 -0.16192 1.52468 -0.0232
C 4.70270 8.50529 4.42835 0.3138
C 3.38800 -2.61830 1.85013 -0.2502
H 4.89021 8.18505 2.30250 0.2677
H 5.43296 9.31956 4.37167 0.2898
C 2.46332 -0.08372 2.01410 -0.9096
O -4.72725 -6.22636 -1.36122 -0.1176
H -13.41045 -5.59771 -1.58349 0.2889
C -2.70462 2.65349 -0.14933 0.1728
H 9.85109 4.33039 0.71917 0.2325
H 2.95774 -3.22660 -8.66179 0.2658
C 3.57226 -2.33482 -8.51187 -0.4072
H -0.69789 1.11023 -1.36792 0.7793
H 10.08822 3.38544 3.63333 0.3011
C 5.42850 4.43109 0.54678 0.7458
C -3.83888 -5.04374 4.94926 -0.5002
H -1.50934 -2.25413 -4.89880 0.2322
O 4.73181 -0.67460 -5.77468 -0.5381
F -9.36244 -2.52606 -3.60140 -0.2500
O 6.52561 5.86624 5.45591 -0.5562
C -3.74464 -2.50305 -4.41019 0.2481
H 3.31033 -1.59511 -9.27582 0.2850
H 2.44028 1.14043 0.04628 0.1400
H -5.61151 -3.89867 -4.12182 0.0122
O 1.97288 -5.32395 -3.03330 -0.5525
H -1.81870 -3.68108 -3.67327 0.0718
H -4.24493 -5.62908 5.77865 0.2983
C 1.87956 0.18458 0.46959 0.6497
O 5.56991 -1.63761 -7.66674 -0.2828
H 5.86980 3.80573 1.33017 -0.1366
H -2.22650 -3.90136 -5.58099 0.4881
O 3.35661 -1.78039 -7.22966 -0.2660
H 6.33296 6.56546 9.74708 0.3014
```